Here is a 2-piece molecular cluster, C4H13N2O2 overall at a distorted geometry from OMol25. Energies are from ωB97M-V/def2-TZVPD.

XYZ file:
```
21
Properties=species:S:1:pos:R:3
N -1.027 0.356 2.096
C -0.009 0.379 1.085
C -0.761 -0.112 -0.205
N -0.226 -0.299 -1.438
C 1.256 -0.126 -1.895
C 1.676 1.459 -1.936
O -1.863 -0.513 -0.071
H -2.002 0.456 1.763
H -0.892 1.281 2.584
H -0.947 -0.514 2.629
H 0.396 1.274 0.832
H 0.929 -0.395 1.343
H -0.866 -0.523 -2.238
H 1.804 -0.518 -0.909
H 1.292 -0.525 -2.943
H 1.049 2.075 -2.367
H 2.508 1.479 -2.643
H 2.075 1.745 -0.948
H -1.850 -2.355 1.001
H -1.335 -2.560 2.502
O -1.206 -2.063 1.757
```

The molar mass comes out at 121.2 g/mol. Its orbital gap (alpha / beta) is 0.4420 / 0.2602 Eh. For the energy above the lowest of the compared OMol25 structures with the same formula, charge and spin, the calculation gives 255.44 kJ/mol. Its total charge is +2. The value obtained for the highest occupied orbital energy (alpha / beta) is -19.83 / -19.80 eV. Its spin multiplicity is 2.

Here are the Mulliken charges for atoms 1 to 6, given in e:
1 N -0.142
2 C -0.896
3 C 0.648
4 N -0.027
5 C -0.283
6 C -1.014

Here is C31H56Br2F9IN2O9P2S2 as an isolated structure at a distorted geometry from OMol25. Energies are from ωB97M-V/def2-TZVPD.

XYZ file:
```
114
Properties=species:S:1:pos:R:3
C 4.437 -0.957 2.506
C 4.930 -2.195 1.516
C 3.575 -3.089 1.134
C 3.623 -3.435 -0.480
N 2.290 -3.333 -1.186
C 1.647 -1.971 -1.066
C 2.729 -0.747 -1.171
C 2.122 0.721 -1.537
C 2.231 1.645 -0.146
C 1.210 2.906 -0.369
C 1.420 4.151 0.722
F 2.830 4.240 1.165
F 1.220 5.394 -0.122
C 0.282 4.244 1.875
F -1.088 3.771 1.443
F 0.080 5.718 2.148
S 0.629 3.451 3.513
F 1.913 4.503 3.925
F 1.635 2.224 2.896
F -0.718 2.367 3.258
F -0.514 4.547 4.230
F 0.805 2.732 5.064
O 0.571 -1.803 -2.052
C -0.583 -2.675 -1.798
N -0.931 -3.301 -3.166
C 0.151 -3.145 -4.019
S 1.150 -2.537 -5.297
C -1.970 -1.836 -1.379
I -1.500 -0.055 -0.214
O -3.048 -2.687 -0.894
C -3.202 -2.738 0.552
Br -1.601 -3.416 1.572
P -4.572 -4.094 0.865
O -6.131 -3.283 0.721
Br -4.198 -4.741 3.019
P -2.615 -1.160 -3.095
C -1.885 0.581 -3.440
O -4.370 -0.917 -2.977
H 5.159 -0.026 2.430
H 3.376 -0.582 2.156
H 4.327 -1.389 3.593
H 5.761 -2.870 2.011
H 5.385 -1.662 0.555
H 2.589 -2.573 1.492
H 3.704 -4.104 1.744
H 4.513 -2.878 -1.049
H 3.928 -4.588 -0.538
H 1.703 -4.097 -0.748
H 1.148 -1.892 0.006
H 3.336 -0.619 -0.151
H 3.535 -1.020 -1.982
H 0.996 0.755 -1.843
H 2.765 1.232 -2.400
H 1.882 0.899 0.719
H 3.342 2.000 -0.012
H 0.099 2.551 -0.459
H 1.488 3.358 -1.439
H -0.382 -3.583 -1.089
H -3.690 -1.762 1.039
H -6.378 -2.927 1.648
H -1.934 0.882 -4.591
H -0.762 0.677 -3.126
H -2.468 1.431 -2.842
H -4.512 -0.091 -2.404
C -7.096 -8.587 4.964
C -7.047 -7.156 4.501
O -6.784 -6.872 3.333
C -7.332 -6.086 5.521
H -6.870 -9.249 4.122
H -6.350 -8.750 5.747
H -8.096 -8.823 5.336
H -6.597 -6.137 6.328
H -8.342 -6.211 5.917
H -7.261 -5.102 5.044
C 2.039 8.170 -0.957
C 2.088 9.601 -1.421
O 2.351 9.885 -2.588
C 1.804 10.671 -0.401
H 2.265 7.507 -1.800
H 2.785 8.007 -0.175
H 1.039 7.934 -0.585
H 2.538 10.620 0.406
H 0.793 10.546 -0.004
H 1.874 11.654 -0.877
C -3.897 -5.702 -6.065
C -3.505 -4.302 -5.673
O -2.424 -3.823 -6.012
C -4.486 -3.511 -4.850
H -3.092 -6.152 -6.656
H -4.054 -6.308 -5.169
H -4.805 -5.677 -6.672
H -4.670 -4.020 -3.901
H -5.421 -3.389 -5.403
H -4.070 -2.520 -4.642
C 1.517 -1.150 6.420
C 2.404 -2.285 5.984
O 2.698 -2.447 4.800
C 2.917 -3.214 7.051
H 1.223 -0.562 5.544
H 0.616 -1.544 6.896
H 2.059 -0.500 7.112
H 2.078 -3.701 7.555
H 3.521 -2.656 7.770
H 3.544 -3.985 6.590
C 1.765 7.517 -4.925
C 2.676 6.381 -5.306
O 2.311 5.210 -5.211
C 4.051 6.732 -5.807
H 0.806 7.114 -4.581
H 2.212 8.096 -4.113
H 1.585 8.155 -5.793
H 4.600 7.276 -5.034
H 3.973 7.336 -6.715
H 4.597 5.813 -6.044
```

The molar mass comes out at 1184.6 g/mol. Its orbital gap is 0.2014 Eh. Its total charge is 0. The value obtained for the highest occupied orbital energy is -7.92 eV.

Here are the Mulliken charges for atoms 1 to 6, given in e:
1 C -0.460
2 C -0.545
3 C -0.114
4 C -1.006
5 N -0.222
6 C 0.283

Here is C34H37AsMnNOS2Si as an isolated structure at a distorted geometry from OMol25. Energies are from ωB97M-V/def2-TZVPD.

XYZ file:
```
78
Properties=species:S:1:pos:R:3
Mn -0.198 1.027 0.667
C 1.401 5.938 -1.666
Si 2.380 5.642 -0.063
C 4.098 6.462 -0.112
C 1.394 6.117 1.499
C 2.680 3.749 0.168
C 3.951 3.221 0.366
C 4.124 1.879 0.679
C 3.009 1.076 0.835
N 1.772 1.535 0.613
C 1.634 2.836 0.259
S -0.044 3.143 -0.114
H 1.286 7.005 -1.834
H 0.406 5.507 -1.612
H 1.900 5.524 -2.536
H 3.989 7.538 -0.170
H 4.674 6.152 -0.979
H 4.679 6.249 0.780
H 1.298 7.195 1.580
H 1.877 5.765 2.406
H 0.390 5.702 1.469
H 4.812 3.863 0.266
H 5.108 1.459 0.818
H 3.116 0.039 1.124
C -3.512 -3.681 -3.857
C -3.419 -2.438 -3.041
C -3.198 -1.198 -3.633
C -3.142 -0.042 -2.872
C -3.324 -0.120 -1.499
C -3.530 -1.350 -0.886
C -3.572 -2.499 -1.654
S -3.180 1.407 -0.544
C -4.683 1.317 0.467
O -2.084 1.050 0.489
H -3.359 -3.479 -4.913
H -4.496 -4.129 -3.730
H -2.782 -4.419 -3.529
H -3.076 -1.134 -4.703
H -2.977 0.915 -3.344
H -3.687 -1.412 0.182
H -3.745 -3.453 -1.178
H -4.732 0.373 0.999
H -5.537 1.423 -0.196
H -4.661 2.148 1.167
C -0.797 -6.154 -0.156
C -0.862 -5.567 1.096
C -0.836 -4.187 1.225
C -0.753 -3.399 0.087
C -0.706 -3.986 -1.175
C -0.718 -5.364 -1.293
As -0.416 -1.461 0.134
C -0.662 -1.087 2.047
C -1.911 -1.406 2.593
C -2.229 -1.078 3.897
C -1.314 -0.385 4.676
C -0.074 -0.048 4.156
C 0.259 -0.386 2.845
C 1.498 -1.621 -0.193
C 2.328 -2.492 0.503
C 3.648 -2.639 0.109
C 4.133 -1.935 -0.985
C 3.310 -1.062 -1.680
C 1.994 -0.904 -1.280
H -0.802 -7.228 -0.245
H -0.914 -6.182 1.982
H -0.863 -3.736 2.211
H -0.643 -3.346 -2.051
H -0.650 -5.825 -2.266
H -2.622 -1.953 1.982
H -3.189 -1.356 4.301
H -1.566 -0.121 5.690
H 0.647 0.461 4.778
H 1.291 -0.255 2.512
H 1.935 -3.056 1.344
H 4.295 -3.315 0.644
H 5.150 -2.079 -1.309
H 3.683 -0.524 -2.537
H 1.321 -0.224 -1.815
```

The molar mass comes out at 697.8 g/mol. Its orbital gap (alpha / beta) is 0.2117 / 0.2761 Eh. For the energy above the lowest of the compared OMol25 structures with the same formula, charge and spin, the calculation gives 70.56 kJ/mol. Its total charge is +2. The value obtained for the highest occupied orbital energy (alpha / beta) is -13.89 / -13.98 eV. Its spin multiplicity is 5.

Here are the Mulliken charges for atoms 1 to 6, given in e:
1 Mn 0.013
2 C -1.058
3 Si 0.332
4 C -1.135
5 C -1.042
6 C -0.030